# C4H8O3

C4H8O3 in the gas phase (ωB97M-V/def2-TZVPD, the OMol25 dataset).

XYZ file:
```
15
Properties=species:S:1:pos:R:3:forces:R:3
C 1.309 1.312 1.469 0.2 0.1 -0.1
O 0.164 0.532 1.754 -0.3 -0.1 1.3
C -0.791 -0.365 1.233 0.0 0.1 0.0
C -0.948 -0.236 -0.258 0.1 0.6 -0.1
O -1.265 0.802 -0.782 0.1 -0.3 0.0
O -0.584 -1.339 -0.933 0.1 0.2 0.1
C -0.193 -1.038 -2.275 0.1 0.0 -0.3
H 1.059 2.359 1.690 -0.1 -0.3 -0.1
H 1.769 1.318 0.471 -0.5 -0.5 -0.1
H 2.084 1.007 2.187 -0.1 0.0 -0.3
H -0.629 -1.416 1.528 0.4 0.4 -0.1
H -1.734 -0.059 1.703 0.1 0.0 -0.2
H -0.976 -0.493 -2.802 0.0 -0.2 0.0
H 0.694 -0.400 -2.221 -0.1 -0.1 -0.2
H 0.040 -1.983 -2.763 -0.1 0.1 0.1
```
Positions in Å, forces in eV/Å.

Its multiplicity is 1. The value obtained for the relative energy (zero: lowest compared OMol25 entry of this formula, charge and spin) is 2.4965 eV. As for the SMILES: COCC(=O)OC.



# C23H78N18O23

16 unconnected molecules or ions with the total composition C23H78N18O23 (ωB97M-V/def2-TZVPD, the OMol25 dataset).

XYZ file:
```
142
Properties=species:S:1:pos:R:3:forces:R:3
C 9.491 7.656 13.988 -0.4 -2.5 -0.2
O 9.384 7.043 14.982 -1.2 -2.8 5.1
N 9.300 7.159 12.832 -1.3 -3.0 -5.7
N 9.872 8.847 13.900 2.7 8.5 0.5
H 9.281 7.802 12.054 -0.4 -0.6 0.0
H 8.797 6.288 12.740 0.4 -0.2 -0.1
H 10.406 9.130 13.091 -0.7 0.4 0.2
H 9.478 9.538 14.523 0.7 0.0 0.1
C 8.061 3.187 12.214 1.0 0.0 1.6
O 9.221 3.092 11.970 3.0 -0.5 -1.9
N 7.019 2.917 11.492 -2.0 -1.4 -4.6
N 7.655 3.577 13.382 -1.7 1.8 3.8
H 6.073 2.917 11.848 0.4 -0.3 -0.5
H 7.273 2.520 10.599 -0.8 0.0 -0.1
H 8.257 3.592 14.193 -0.3 0.2 0.3
H 6.648 3.652 13.393 0.4 0.4 1.5
C 10.360 8.860 23.428 -0.9 2.6 0.1
O 10.926 9.792 23.919 1.3 2.0 1.6
N 9.072 8.887 23.131 -3.8 -0.1 -0.6
N 10.938 7.795 23.023 2.9 -4.4 -1.3
H 8.457 9.627 23.436 0.5 -0.2 -0.1
H 8.686 8.144 22.567 -0.2 0.4 0.2
H 11.943 7.861 22.946 -0.2 -0.3 -0.1
H 10.453 7.144 22.421 0.5 0.2 -0.1
C 3.866 2.327 17.006 -1.3 -0.4 1.2
O 3.637 1.745 15.980 0.2 -0.8 -2.3
N 4.814 2.063 17.884 2.3 -0.5 0.4
N 3.052 3.197 17.618 -1.6 1.8 0.0
H 5.408 1.260 17.735 0.8 0.1 0.3
H 4.770 2.596 18.741 0.7 -0.9 0.1
H 2.127 3.382 17.257 0.3 0.0 0.3
H 3.299 3.189 18.597 -1.5 1.0 0.0
C 5.947 -0.928 17.689 0.2 4.0 -2.6
O 6.639 0.102 17.762 -0.2 -0.2 0.4
N 6.191 -2.012 18.256 3.3 -6.1 4.4
N 4.868 -1.078 16.961 -2.3 1.6 -2.4
H 7.031 -2.030 18.816 -0.2 -0.4 -0.1
H 5.882 -2.873 17.828 0.3 0.1 0.5
H 4.662 -0.291 16.362 -0.6 -0.2 -0.4
H 4.466 -1.994 16.820 -0.1 0.6 -0.2
C 13.247 6.326 18.074 1.0 0.6 1.4
O 13.674 6.755 19.078 1.7 2.9 4.8
N 12.820 5.123 17.965 -2.3 -5.3 -1.2
N 13.187 6.922 16.936 -0.3 2.8 -4.1
H 12.567 4.497 18.716 0.2 0.4 -0.1
H 12.474 5.057 17.019 -0.9 -2.0 0.6
H 13.475 7.881 16.804 0.2 -0.6 0.0
H 13.008 6.285 16.172 0.2 1.2 -0.7
C 7.657 -0.224 14.623 2.0 0.5 -1.0
O 7.657 -1.404 14.397 -0.2 -2.0 0.4
N 6.642 0.598 14.474 -4.2 1.4 -0.6
N 8.744 0.531 14.856 2.0 0.2 0.7
H 6.814 1.540 14.153 0.0 -0.2 0.3
H 5.781 0.199 14.128 0.1 0.0 0.1
H 8.590 1.473 15.188 0.5 -0.1 0.3
H 9.654 0.100 14.932 -0.3 0.1 0.1
C 13.799 8.206 14.068 0.2 0.2 0.9
O 14.802 7.690 14.466 1.6 -0.1 1.2
N 13.212 9.336 14.443 0.9 2.8 1.8
N 12.992 7.632 13.242 -2.6 -3.5 -4.1
H 12.378 9.645 13.964 0.4 0.2 1.0
H 13.644 9.756 15.253 -0.5 0.8 -0.4
H 12.289 8.163 12.747 0.2 -0.8 0.1
H 13.057 6.628 13.160 0.0 0.3 -0.6
C 8.466 4.106 17.180 -1.9 1.1 0.3
O 8.566 3.402 16.233 1.5 -3.6 -4.5
N 7.547 3.908 18.060 -3.2 -1.4 3.9
N 9.035 5.271 17.232 2.8 2.2 0.4
H 6.908 3.127 18.011 0.4 -0.3 -0.5
H 7.281 4.565 18.779 0.4 0.3 -0.1
H 9.416 5.540 16.336 0.5 0.7 0.6
H 8.917 5.858 18.045 0.3 0.3 -0.5
C 4.364 3.505 21.800 0.1 1.4 0.0
C 3.312 4.540 22.092 -0.3 -0.1 0.6
O 3.330 4.871 23.475 0.0 0.4 0.0
O 4.462 3.520 20.384 -0.1 -1.2 -0.6
H 4.097 2.553 22.259 0.3 -0.3 -0.6
H 5.283 3.920 22.214 0.2 -0.5 0.3
H 2.326 4.199 21.777 -0.1 0.0 -0.1
H 3.575 5.399 21.476 -0.1 0.4 0.3
H 2.618 4.434 23.947 0.0 0.0 -0.1
H 5.175 4.096 20.096 0.3 0.3 0.4
C 5.309 8.556 20.238 0.0 1.9 -0.4
C 6.615 9.275 19.794 0.1 0.0 0.2
O 6.566 9.908 18.526 -0.2 0.0 0.4
O 5.631 7.889 21.401 0.9 -2.2 1.6
H 4.824 7.957 19.467 0.4 -0.4 -0.1
H 4.543 9.216 20.644 -0.1 1.0 -1.3
H 7.515 8.661 19.812 -0.4 -1.1 -0.1
H 6.925 9.935 20.604 -0.6 0.8 -0.1
H 7.149 9.375 17.980 -0.1 0.0 -0.4
H 5.079 8.209 22.118 0.1 -0.3 0.0
C 6.127 6.934 15.834 -1.6 -0.4 -1.0
C 4.894 7.841 15.907 -0.8 -1.9 0.1
O 3.849 7.278 16.756 0.8 0.7 0.9
O 7.015 6.932 16.893 0.2 1.3 0.5
H 6.607 7.114 14.872 0.4 0.6 -0.1
H 5.809 5.896 15.727 -0.8 -0.2 -0.1
H 4.338 7.695 14.981 0.9 1.0 -0.8
H 5.078 8.866 16.230 0.3 0.0 -0.4
H 3.592 8.059 17.252 -0.5 -0.3 0.4
H 7.810 6.623 16.453 0.5 0.1 0.5
C 9.435 1.415 19.289 -2.4 -2.0 -0.8
C 10.866 1.711 19.227 0.9 0.0 -1.1
O 11.271 2.253 20.432 0.7 0.3 1.4
O 9.254 0.113 19.998 0.5 1.6 0.3
H 8.934 1.383 18.321 0.3 -0.5 -0.3
H 8.862 2.215 19.758 0.2 -0.2 0.7
H 11.155 2.420 18.450 -0.3 0.1 -0.3
H 11.420 0.786 19.071 0.0 -0.2 -0.5
H 11.149 1.483 20.992 0.2 0.3 1.0
H 8.804 -0.570 19.495 -0.1 0.6 -0.6
C 8.150 5.535 21.293 -0.7 -0.7 0.5
C 9.575 5.259 20.774 0.1 0.4 -0.4
O 10.273 6.431 20.282 -1.5 0.0 0.6
O 7.023 5.420 20.350 1.2 0.2 0.5
H 8.002 6.397 21.943 0.4 0.7 -0.7
H 7.948 4.800 22.071 0.2 -0.7 -0.3
H 9.550 4.458 20.035 -0.2 0.1 -0.2
H 10.136 4.818 21.598 0.0 0.1 0.3
H 10.992 6.258 19.670 0.2 -0.5 0.0
H 6.479 6.206 20.436 0.0 0.4 0.2
C 2.049 0.477 19.831 -0.1 -0.2 -0.4
C 3.332 -0.363 19.820 0.5 0.0 0.3
O 3.362 -1.225 20.927 -0.3 -0.1 1.4
O 0.901 -0.342 19.684 -0.4 -1.0 -0.5
H 2.055 1.200 19.016 0.1 0.0 0.0
H 1.856 0.997 20.769 1.0 0.3 0.2
H 4.210 0.282 19.867 0.0 0.3 0.1
H 3.554 -1.068 19.018 -0.9 0.8 -1.0
H 2.431 -1.400 21.082 -0.1 -0.5 0.3
H 0.325 -0.322 20.451 0.2 0.2 0.0
C 12.942 2.447 15.478 -0.4 0.1 -1.5
C 12.652 3.690 14.549 2.1 -1.0 0.8
O 12.115 4.805 15.243 -1.2 -0.1 -0.4
O 14.044 2.581 16.327 -0.2 0.5 0.6
H 13.222 1.596 14.857 -0.3 0.1 -0.5
H 12.048 2.146 16.024 -0.3 0.2 0.1
H 12.140 3.392 13.635 -0.5 0.2 0.2
H 13.626 4.095 14.272 0.4 -0.6 -0.4
H 11.242 4.969 14.879 -0.3 0.2 0.2
H 13.676 2.889 17.159 0.5 0.3 0.3
```
Positions in Å, forces in eV/Å.

Its multiplicity is 1. The value obtained for the relative energy (zero: lowest compared OMol25 entry of this formula, charge and spin) is 5.2035 eV.



# C14H22BIrNO2

A molecular structure, C14H22BIrNO2 (ωB97M-V/def2-TZVPD, the OMol25 dataset).

XYZ file:
```
41
Properties=species:S:1:pos:R:3:forces:R:3
C -0.263 -1.982 -3.670 -0.3 -1.0 -0.7
C -1.504 -1.779 -2.953 -1.1 -1.5 -0.5
C -1.275 -2.054 -1.552 -0.7 -1.8 -0.6
C 0.110 -2.482 -1.423 0.3 -1.0 -0.6
C 0.739 -2.401 -2.714 -0.7 -2.2 0.1
Ir -0.057 -0.472 -2.189 1.1 3.2 0.0
C -0.978 1.452 -2.166 -0.9 0.1 0.2
C 0.365 1.963 -2.164 -1.5 -4.2 5.1
C 0.782 3.030 -2.901 2.6 3.8 -2.7
N 1.171 1.087 -1.329 0.5 2.1 0.4
H -1.998 -1.997 -0.751 0.1 -0.1 -0.1
H -2.443 -1.450 -3.383 0.2 -0.1 0.0
H 0.589 -2.810 -0.508 -0.1 0.3 -0.2
H 1.786 -2.618 -2.926 -0.4 0.1 0.1
H -0.090 -1.825 -4.738 -0.2 -0.1 0.5
H -1.548 1.689 -3.038 -0.4 0.3 -0.9
H 2.195 1.120 -1.394 -0.2 0.0 0.1
H -1.632 1.599 -1.282 0.3 0.0 -0.3
H 0.034 3.488 -3.541 0.6 0.2 -0.1
H 1.843 3.305 -2.875 -0.6 0.4 -0.3
C 2.033 0.374 2.385 0.2 0.3 -0.1
C 0.750 -0.354 1.993 0.1 0.6 0.3
C 0.595 -1.570 2.876 -0.3 -0.3 0.2
O 0.930 -0.807 0.623 -0.6 1.1 0.6
B 0.292 0.178 -0.150 1.3 1.5 -1.1
O -0.519 1.075 0.543 0.3 -1.3 0.9
C -0.519 0.620 1.922 0.0 -0.2 -0.1
C -1.831 -0.101 2.208 -0.3 -0.1 0.0
C -0.465 1.890 2.744 0.3 0.4 0.5
H 2.867 -0.321 2.239 -0.1 0.1 0.1
H 2.040 0.709 3.435 -0.1 -0.1 -0.4
H 2.216 1.234 1.723 -0.1 -0.2 0.3
H 1.493 -2.185 2.808 0.1 0.1 0.0
H 0.457 -1.301 3.930 0.0 0.1 -0.2
H -0.241 -2.196 2.565 0.0 0.1 0.0
H -1.938 -0.351 3.275 0.1 0.0 -0.3
H -2.674 0.546 1.938 0.2 0.0 0.0
H -1.926 -1.020 1.620 0.1 0.1 0.1
H 0.433 2.465 2.513 0.0 -0.1 0.0
H -1.315 2.530 2.480 0.1 -0.3 0.0
H -0.503 1.721 3.830 0.0 -0.1 -0.3
```
Positions in Å, forces in eV/Å.

Its multiplicity is 6. Its total energy is -880.7820 Eh. The expectation value of S² is 8.76.



# C10H12O4

C10H12O4 in the gas phase (ωB97M-V/def2-TZVPD, the OMol25 dataset).

XYZ file:
```
26
Properties=species:S:1:pos:R:3:forces:R:3
C 0.745 2.111 -2.615 -4.6 1.1 1.4
C 0.053 1.688 -1.524 2.9 -1.1 -0.3
C 0.699 0.826 -0.391 1.3 -0.1 0.4
C 0.464 1.455 0.992 2.9 1.4 -1.7
O 0.986 2.752 1.073 -0.1 0.9 -0.2
O 1.172 0.768 1.992 0.9 1.1 1.5
C 0.939 -0.509 2.162 -1.5 -2.5 -4.3
C 0.495 -1.251 1.077 1.0 3.2 2.4
C 0.004 -2.552 1.387 3.8 -2.0 -0.2
O 0.763 -3.312 2.002 -2.3 0.5 0.0
O -1.053 -2.981 0.746 -2.1 -0.9 -1.2
C -1.768 -2.203 -0.277 1.4 2.7 1.8
C -1.348 -0.701 -0.265 -0.3 0.0 -0.8
C 0.201 -0.640 -0.251 -1.6 1.0 0.9
H 0.127 2.807 -3.292 1.7 -1.3 0.6
H 1.732 1.827 -2.708 2.0 -0.1 -0.7
H -0.979 1.889 -1.421 -0.9 0.4 0.2
H 1.862 0.810 -0.396 -1.8 0.1 -0.7
H -0.542 1.519 1.239 -2.0 0.0 0.7
H 1.604 3.071 0.374 -0.8 -1.1 0.5
H 1.074 -1.027 3.071 0.4 0.2 1.2
H -1.511 -2.446 -1.262 0.3 -1.6 -1.2
H -2.804 -2.267 -0.065 -0.9 -0.5 0.1
H -1.818 -0.177 0.585 0.5 -0.1 -0.3
H -1.662 -0.181 -1.203 -0.3 -0.8 0.6
H 0.565 -1.277 -1.030 0.4 -0.3 -0.7
```
Positions in Å, forces in eV/Å.

Its multiplicity is 1. The value obtained for the relative energy (zero: lowest compared OMol25 entry of this formula, charge and spin) is 2.7620 eV. As for the SMILES: C=C[C@H]1[C@H](O)OC=C2C(=O)OCC[C@H]21.



Number 1: maximum force 1.32 eV/A. Number 2: maximum force 8.90 eV/A. Number 3: maximum force 6.76 eV/A. Number 4: maximum force 5.22 eV/A.